Entry 1:
Density functional theory data (ωB97M-V/def2-TZVPD) for a structure of composition C19H51HgO7 at a distorted geometry.

ORCA input file:
```
! RIJCOSX wB97M-V def2-TZVPD def2/J DEFGRID3
* xyz 1 1
Hg 18.2148 6.0712 23.8666
C 17.4126 6.0273 19.0244
O 17.5954 5.8483 20.3950
H 16.5261 6.5666 18.6908
H 18.3188 6.5302 18.6867
H 17.3451 5.0595 18.5276
C 19.3328 0.4236 17.9837
C 18.3595 0.3179 19.1929
C 18.5363 -0.9023 20.0864
O 18.6397 1.4391 20.0890
H 20.4200 0.4741 18.0438
H 19.0976 1.2441 17.3058
H 19.0154 -0.4038 17.3489
H 17.3524 0.2739 18.7782
H 17.8837 -0.9340 20.9589
H 19.5321 -1.1966 20.4181
H 18.1511 -1.7206 19.4781
H 18.4410 2.2943 19.7007
C 22.9654 7.0084 16.9755
C 22.6029 7.6171 15.6327
C 23.7824 7.3705 14.6295
O 21.4413 7.0688 15.1336
H 22.1182 6.8766 17.6485
H 23.6374 7.6835 17.5054
H 23.4069 6.0155 16.8901
H 22.4168 8.6870 15.7260
H 23.5440 7.8752 13.6933
H 23.9161 6.2993 14.4787
H 24.7435 7.7851 14.9334
H 21.0176 6.7073 15.9155
C 12.7290 4.3744 23.7800
C 13.9814 5.1743 23.2487
C 13.5338 6.5323 22.8352
O 14.9188 5.2546 24.2484
H 12.1136 4.0033 22.9605
H 12.1267 5.0104 24.4288
H 13.0594 3.5374 24.3951
H 14.4296 4.5755 22.4558
H 14.4749 7.0228 22.5863
H 13.0270 6.9791 23.6905
H 12.8365 6.4830 21.9989
H 14.4682 5.3679 25.0885
C 22.0810 9.0784 22.2582
C 22.2192 7.6111 22.4655
C 23.7176 7.2693 22.6105
O 21.5657 7.3043 23.6676
H 21.1434 9.3442 21.7700
H 22.8350 9.5746 21.6472
H 22.0687 9.7020 23.1520
H 21.6503 7.0066 21.7591
H 23.8961 6.2704 23.0085
H 24.0641 7.9614 23.3779
H 24.3038 7.4307 21.7059
H 22.1077 7.5459 24.4223
C 12.7851 4.0757 16.4617
C 11.9666 5.4151 16.6332
C 12.7722 6.6254 16.0055
O 10.8361 5.1521 15.8254
H 12.8879 3.9060 15.3899
H 12.2037 3.2330 16.8356
H 13.7485 4.0680 16.9715
H 11.7558 5.4943 17.6997
H 12.2668 7.5817 16.1403
H 12.7713 6.5024 14.9224
H 13.7572 6.6747 16.4698
H 10.2179 5.8861 15.7998
C 19.0441 13.0102 18.7389
C 18.0398 12.8258 19.8600
C 17.1033 11.6344 19.6242
O 18.7479 12.6765 21.0672
H 18.5498 13.3053 17.8133
H 19.7095 12.1591 18.5942
H 19.7432 13.8206 18.9456
H 17.4253 13.7252 19.9009
H 16.1702 11.7767 20.1694
H 17.6579 10.7618 19.9693
H 16.8511 11.5605 18.5664
H 18.9454 13.6004 21.2370
*
```

Output
Kohn-Sham gap ... 0.0975 Eh
HOMO ... -11.93 eV

---

Entry 2:
Density functional theory data (ωB97M-V/def2-TZVPD) for a cluster of 8 separate species, C19H52N2O8 in total at a distorted geometry.

ORCA input file:
```
! RIJCOSX wB97M-V def2-TZVPD def2/J DEFGRID3
* xyz 0 1
C 0.8749 3.4760 -3.2294
C 0.7722 4.5652 -2.1583
C 2.2012 4.9945 -1.7878
C 0.1043 5.7810 -2.8282
C -0.3335 6.8810 -1.8640
C -1.1296 6.2521 -0.7228
C -0.4891 5.0433 -0.0322
C 0.6373 5.4581 0.9244
C -1.5563 4.3727 0.8125
N -0.0973 4.1047 -1.0813
O 0.4854 2.9450 -0.4720
H 1.2436 2.5402 -2.8116
H -0.0996 3.2798 -3.6834
H 1.5648 3.7611 -4.0229
H 2.8464 4.9328 -2.6600
H 2.2402 6.0016 -1.3740
H 2.6227 4.3535 -1.0065
H 0.7930 6.1568 -3.5907
H -0.7661 5.4497 -3.4082
H 0.5278 7.4286 -1.4810
H -1.0164 7.5343 -2.4066
H -2.1096 5.9388 -1.1036
H -1.3705 6.9903 0.0505
H 1.4874 5.9443 0.4568
H 0.9719 4.6086 1.5171
H 0.2252 6.2060 1.6121
H -1.1520 3.5102 1.3457
H -2.3434 3.9640 0.1615
H -2.0586 5.0603 1.4913
H -0.1996 2.2790 -0.6104
C 1.4657 -4.1440 1.3242
C 0.6026 -5.2510 0.7175
C 1.2887 -5.8218 -0.5329
C 0.4896 -6.3930 1.7445
C -0.6423 -6.2244 2.7644
C -1.9654 -5.7917 2.1491
C -1.8185 -4.5500 1.2697
C -3.1066 -4.3968 0.4662
C -1.5654 -3.3101 2.1197
N -0.7446 -4.8612 0.3185
O -0.6843 -3.8358 -0.6689
H 2.5025 -4.4670 1.4468
H 1.1604 -3.8934 2.3451
H 1.5242 -3.2268 0.7314
H 2.3690 -5.8899 -0.3879
H 1.1556 -5.1616 -1.3887
H 0.9029 -6.8147 -0.7500
H 0.4830 -7.3729 1.2692
H 1.3994 -6.3915 2.3583
H -0.3455 -5.4632 3.4920
H -0.7315 -7.1629 3.3138
H -2.6573 -5.6007 2.9746
H -2.3868 -6.5871 1.5295
H -3.2739 -5.2941 -0.1325
H -3.9738 -4.2982 1.1228
H -3.0618 -3.5348 -0.1967
H -1.0696 -2.5059 1.5704
H -2.5107 -2.8815 2.4691
H -0.9867 -3.5254 3.0170
H -0.1639 -3.1184 -0.2711
C 1.1056 0.8026 2.9256
O 1.8135 1.9420 3.4139
H 0.0666 0.8910 3.2465
H 1.0973 0.8009 1.8322
H 1.5065 -0.1492 3.2750
H 2.5990 2.0459 2.8714
O 2.8343 -1.0351 0.6772
H 3.0550 -0.1460 0.3856
H 2.1962 -1.3415 0.0213
O 0.2710 -0.7268 -0.6911
H -0.4000 -0.1400 -0.3167
H -0.1397 -1.1401 -1.4644
O -1.8210 1.0710 -0.0856
H -2.1696 1.4967 0.7049
H -2.5683 0.9974 -0.6871
O 1.9485 0.0565 -3.1839
H 1.6486 0.0550 -2.2678
H 1.2776 -0.4536 -3.6491
O -0.6525 -2.0996 -3.0607
H -1.5951 -1.9146 -3.0004
H -0.6050 -3.0559 -3.1692
*
```

Output
Kohn-Sham gap ... 0.3061 Eh
HOMO ... -8.55 eV